11 unconnected molecules or ions with the total composition C42H116N10O11 at a distorted geometry, computed with the ωB97M-V functional and the def2-TZVPD basis.

Positions of all 179 atoms, in Å:
C1 -14.42553 11.78606 -24.51478
C2 -13.93954 11.80073 -23.04017
C3 -14.01445 13.23476 -22.44168
O1 -13.10805 14.08332 -23.14133
C4 -13.11135 15.42866 -22.81137
N1 -14.76747 10.91678 -22.24183
H1 -14.71168 10.76908 -24.78306
H2 -13.66003 11.99326 -25.26256
H3 -15.32320 12.34357 -24.78213
H4 -12.93396 11.42070 -22.85998
H5 -13.71947 13.28339 -21.39348
H6 -14.98061 13.73781 -22.48150
H7 -12.62272 15.72184 -21.88218
H8 -14.04935 15.98295 -22.84320
H9 -12.51282 15.87134 -23.60754
H10 -14.20134 10.79653 -21.41410
H11 -14.88874 9.94660 -22.49507
C5 -11.96359 5.18257 -18.12934
C6 -10.96004 5.65774 -19.19673
C7 -9.69212 4.85051 -19.14222
O2 -8.79427 5.03158 -20.26511
C8 -7.81944 4.00007 -20.56657
N2 -11.66383 5.50687 -20.43370
H12 -11.75057 5.67532 -17.18070
H13 -12.02191 4.12122 -17.88801
H14 -13.01133 5.44901 -18.26845
H15 -10.72470 6.72169 -19.16996
H16 -9.95194 3.79267 -19.10264
H17 -9.06458 4.98487 -18.26118
H18 -8.25963 3.03647 -20.82308
H19 -6.97880 3.86443 -19.88611
H20 -7.43222 4.43493 -21.48801
H21 -12.10596 4.60357 -20.34058
H22 -10.99108 5.39119 -21.17809
C9 -15.17704 7.18699 -18.82615
C10 -15.35300 8.73270 -18.85366
C11 -13.99090 9.52000 -18.89045
O3 -14.08121 10.74513 -18.11330
C12 -12.85948 11.46298 -18.03266
N3 -16.23374 8.98451 -19.92575
H23 -14.53856 6.90930 -19.66481
H24 -16.09923 6.61446 -18.92549
H25 -14.64792 6.95432 -17.90203
H26 -15.78099 9.12621 -17.93166
H27 -13.84707 9.86739 -19.91354
H28 -13.10191 8.94024 -18.64208
H29 -12.07089 10.95123 -17.48099
H30 -12.92045 12.30990 -17.34921
H31 -12.51418 11.77022 -19.01982
H32 -16.21730 9.97921 -20.10011
H33 -17.20142 8.69853 -19.96939
C13 -20.42609 11.16264 -13.96806
C14 -19.23181 11.20134 -14.96247
C15 -18.35012 9.96780 -14.89532
O4 -17.04602 10.09599 -15.53086
C16 -16.12109 9.07471 -15.12592
N4 -19.82989 11.35864 -16.24159
H34 -21.16860 10.40250 -14.21091
H35 -20.82039 12.17300 -14.07666
H36 -19.92827 10.98044 -13.01566
H37 -18.66576 12.12196 -14.82058
H38 -18.89866 9.13488 -15.33515
H39 -18.22370 9.69374 -13.84794
H40 -16.18276 8.16712 -15.72640
H41 -16.14962 8.87299 -14.05512
H42 -15.13235 9.49265 -15.31519
H43 -19.10616 11.19758 -16.92742
H44 -20.00148 12.35012 -16.32895
C17 -13.56064 3.22915 -12.16747
C18 -13.03110 2.34906 -13.30903
C19 -13.24918 2.91279 -14.73078
O5 -14.60859 3.14112 -14.88451
C20 -14.85213 4.00148 -16.00380
N5 -11.59472 2.29643 -13.04963
H45 -13.17419 2.91020 -11.19946
H46 -14.64227 3.27588 -12.29391
H47 -13.17569 4.23082 -12.35868
H48 -13.35815 1.31438 -13.41188
H49 -12.92602 2.32543 -15.59024
H50 -12.79350 3.89538 -14.85320
H51 -14.36103 4.95767 -15.82316
H52 -15.91822 4.20234 -16.10965
H53 -14.38672 3.72170 -16.94891
H54 -11.43319 2.30365 -12.05265
H55 -11.10019 1.50336 -13.43248
C21 -12.66545 -0.12581 -18.62204
C22 -13.95690 0.69376 -18.71570
C23 -13.87686 1.82564 -19.83045
O6 -15.01948 2.60805 -19.45434
C24 -15.48826 3.57585 -20.39563
N6 -14.99635 -0.32319 -18.98343
H56 -11.88521 0.59228 -18.36969
H57 -12.56802 -0.67452 -19.55880
H58 -12.64038 -0.81023 -17.77408
H59 -14.13270 1.11053 -17.72398
H60 -13.97991 1.47240 -20.85647
H61 -12.92078 2.34422 -19.75917
H62 -15.86703 3.17164 -21.33438
H63 -14.80134 4.36305 -20.70636
H64 -16.36182 4.09275 -19.99839
H65 -15.92993 0.03897 -19.11519
H66 -15.08731 -0.85782 -18.13137
C25 -6.88381 10.63002 -20.46639
C26 -8.29922 11.27220 -20.20376
C27 -9.20841 11.58141 -21.46651
O7 -10.40728 12.26032 -20.96200
C28 -10.65408 13.42139 -21.70083
N7 -9.03553 10.39227 -19.35780
H67 -6.24788 11.22122 -21.12531
H68 -7.16092 9.77749 -21.08647
H69 -6.34511 10.27360 -19.58839
H70 -8.18971 12.20728 -19.65445
H71 -9.43113 10.60167 -21.88914
H72 -8.65160 12.25624 -22.11663
H73 -9.81927 14.11020 -21.83022
H74 -11.43193 13.99616 -21.19814
H75 -10.91703 13.13330 -22.71865
H76 -9.38483 9.67719 -19.97968
H77 -9.95392 10.78764 -19.21515
C29 -19.50774 10.33315 -21.12305
C30 -19.79776 9.18650 -20.02362
C31 -21.31028 8.84374 -19.99203
O8 -21.62020 7.83858 -18.92888
C32 -21.91176 8.43697 -17.68105
N8 -19.03690 7.99069 -20.54019
H78 -19.98447 9.91394 -22.00911
H79 -18.47228 10.56239 -21.37479
H80 -19.96630 11.30091 -20.91994
H81 -19.51175 9.42070 -18.99822
H82 -21.72030 8.45733 -20.92513
H83 -21.93400 9.69518 -19.71977
H84 -22.08848 7.55472 -17.06582
H85 -22.80357 9.03582 -17.86587
H86 -21.11197 9.00647 -17.20765
H87 -19.24033 7.32215 -19.81096
H88 -19.55779 7.56177 -21.29172
C33 -16.11529 5.83849 -22.94207
C34 -15.70398 7.21348 -23.45142
C35 -16.96073 7.92218 -24.06815
O9 -17.49605 7.29544 -25.21227
C36 -18.72344 7.80196 -25.78165
N9 -14.93060 7.94776 -22.42571
H89 -15.27270 5.24459 -22.58793
H90 -16.69392 5.32213 -23.70801
H91 -16.92233 5.94720 -22.21751
H92 -15.03366 7.06654 -24.29829
H93 -16.74921 8.98946 -24.13348
H94 -17.68680 7.90116 -23.25545
H95 -18.50324 8.80526 -26.14634
H96 -19.41120 7.92279 -24.94470
H97 -19.12090 7.30504 -26.66663
H98 -14.39450 7.27461 -21.89697
H99 -15.54127 8.40147 -21.76139
C37 -16.07451 13.59325 -16.53261
C38 -16.67653 13.10531 -17.86830
C39 -16.00583 13.77285 -19.05599
O10 -16.06690 15.19002 -18.84113
C40 -15.37454 15.97480 -19.74947
N10 -16.70389 11.68518 -17.84623
H100 -15.00641 13.39102 -16.45288
H101 -16.71848 13.19905 -15.74647
H102 -16.05711 14.67234 -16.37977
H103 -17.73934 13.32289 -17.76256
H104 -16.50570 13.51040 -19.98838
H105 -14.94893 13.51878 -19.13665
H106 -15.32398 17.05956 -19.65539
H107 -15.91791 15.75843 -20.66928
H108 -14.33409 15.65545 -19.80921
H109 -15.80368 11.30115 -17.59677
H110 -17.23326 11.31350 -17.07053
C41 -9.74508 14.91017 -18.40263
C42 -11.20532 15.16499 -18.16923
O11 -11.44127 16.43548 -17.66515
H111 -9.72494 13.82054 -18.42277
H112 -9.17403 15.37137 -17.59684
H113 -9.52653 15.39966 -19.35169
H114 -11.62464 14.37564 -17.54536
H115 -11.66507 15.05060 -19.15088
H116 -12.16555 16.35338 -17.04042

Properties
SMILES = COC[C@H](C)N.COC[C@H](C)N.COC[C@H](C)N.COC[C@H](C)N.COC[C@H](C)N.COC[C@H](C)N.COC[C@H](C)N.COC[C@H](C)N.COC[C@H](C)N.COC[C@H](C)N.CCO
orbital gap = 8.8 eV
LUMO level = 0.0193 Eh
charge = 0

Atom charges from the Mulliken analysis, given in e for atoms 1 to 2:
1. C -1.620
2. C 0.749

***

11 unconnected molecules or ions with the total composition C42H116N10O12 at a distorted geometry, computed with the ωB97M-V functional and the def2-TZVPD basis.

Positions of all 180 atoms, in Å:
C1 -14.98475 44.97449 19.64425
C2 -16.33970 45.48159 20.05946
C3 -17.40675 45.55867 18.86727
O1 -16.98525 46.50485 17.83797
C4 -17.86199 46.42508 16.72687
N1 -16.75443 44.53745 21.07815
H1 -14.25513 45.11416 20.44189
H2 -14.70961 45.47139 18.71393
H3 -14.98885 43.89240 19.51334
H4 -16.32081 46.48379 20.48764
H5 -18.39396 45.85332 19.22320
H6 -17.39484 44.55807 18.43511
H7 -17.63636 47.19539 15.98944
H8 -18.91078 46.63108 16.94067
H9 -17.83336 45.42571 16.29264
H10 -16.15469 44.37180 21.87374
H11 -17.67836 44.80847 21.38310
C5 -1.20320 34.43087 7.92347
C6 -2.09018 33.87946 9.05247
C7 -1.80236 34.54890 10.46966
O2 -0.45669 34.21043 10.76893
C8 0.03094 35.04806 11.82313
N2 -3.48350 33.94655 8.68306
H12 -1.56210 34.06366 6.96199
H13 -0.17020 34.17164 8.15544
H14 -1.26032 35.51849 7.96694
H15 -1.80051 32.83346 9.15291
H16 -2.47782 34.09954 11.19763
H17 -2.00360 35.61729 10.39142
H18 0.04155 36.07196 11.44952
H19 1.07151 34.83510 12.06805
H20 -0.53774 34.86612 12.73506
H21 -3.61512 34.94139 8.56865
H22 -4.02768 33.73109 9.50620
C9 -7.02471 48.48333 30.32547
C10 -8.11592 48.07194 29.30240
C11 -7.72693 46.98216 28.26559
O3 -8.86529 46.77593 27.39661
C12 -8.61921 45.75887 26.41812
N3 -9.20339 47.41450 30.05407
H23 -6.79009 47.70338 31.04984
H24 -7.29246 49.32859 30.95946
H25 -6.14735 48.87851 29.81341
H26 -8.48734 48.95875 28.78887
H27 -7.37574 46.02857 28.65989
H28 -6.88514 47.29312 27.64688
H29 -9.43499 45.60528 25.71171
H30 -8.48028 44.76135 26.83493
H31 -7.85647 46.17970 25.76296
H32 -8.70852 46.62698 30.44782
H33 -9.66959 47.10600 29.21288
C13 -8.11060 42.61985 18.25828
C14 -6.71302 42.33046 17.74899
C15 -6.80541 41.77736 16.32310
O4 -5.51820 41.45243 15.81143
C16 -5.54699 40.64658 14.67709
N4 -6.05411 43.60957 17.69509
H34 -8.00885 43.10103 19.23102
H35 -8.66424 41.69539 18.42244
H36 -8.68603 43.32215 17.65514
H37 -6.10812 41.60469 18.29255
H38 -7.29706 42.54531 15.72592
H39 -7.48734 40.92704 16.31659
H40 -5.94673 41.23408 13.85056
H41 -6.11742 39.77202 14.98989
H42 -4.55606 40.24626 14.46285
H43 -6.41141 44.21573 16.97051
H44 -5.17999 43.36322 17.25314
C17 -3.10629 49.96501 21.75476
C18 -4.20528 49.00973 21.35238
C19 -5.57505 49.53644 20.86580
O5 -5.50888 50.19810 19.55944
C20 -6.78073 50.73537 19.34262
N5 -3.59122 48.27483 20.28932
H45 -2.66600 50.50862 20.91886
H46 -2.30689 49.35721 22.17859
H47 -3.35484 50.67663 22.54210
H48 -4.34046 48.33010 22.19377
H49 -6.14756 50.04042 21.64449
H50 -6.15920 48.64458 20.63898
H51 -6.89715 51.02723 18.29889
H52 -6.86825 51.61903 19.97475
H53 -7.60295 50.05328 19.55898
H54 -4.16087 47.45156 20.15574
H55 -3.77410 48.92993 19.54266
C21 -3.76564 39.24644 26.79656
C22 -4.99673 39.98899 26.20886
C23 -4.87667 39.96312 24.60236
O6 -3.68881 40.66657 24.08040
C24 -3.88559 42.11694 24.19104
N6 -6.18796 39.25521 26.54081
H56 -2.85907 39.84910 26.74163
H57 -3.54307 38.30801 26.28869
H58 -3.86491 38.98575 27.85026
H59 -5.18436 40.99958 26.57162
H60 -5.78125 40.40303 24.18245
H61 -4.72600 38.95799 24.20855
H62 -3.90585 42.57360 25.18057
H63 -4.72367 42.43550 23.57116
H64 -3.02452 42.56503 23.69518
H65 -6.96708 39.54439 25.96683
H66 -5.97186 38.28251 26.37573
C25 -9.82965 39.38299 9.25328
C26 -11.10871 39.44937 10.02640
C27 -10.98149 39.27050 11.52473
O7 -12.21202 39.24818 12.29644
C28 -11.97903 39.39666 13.65761
N7 -11.96166 40.59007 9.78854
H67 -10.13920 39.49045 8.21370
H68 -9.21331 38.49538 9.39608
H69 -9.13306 40.16302 9.56057
H70 -11.71619 38.56552 9.83186
H71 -10.30174 40.05095 11.86672
H72 -10.46412 38.31840 11.64279
H73 -11.45227 40.33093 13.85187
H74 -11.34599 38.59936 14.04707
H75 -12.86383 39.36954 14.29362
H76 -12.71185 40.53518 10.46257
H77 -11.40469 41.34931 10.15383
C29 0.50238 40.00642 17.11263
C30 0.19019 40.85627 18.31977
C31 0.43174 42.38186 18.16997
O8 1.81723 42.64702 18.24764
C32 2.16847 44.01133 17.95778
N8 -1.23710 40.57148 18.61100
H78 1.58077 39.87073 17.03030
H79 0.08581 40.44588 16.20630
H80 0.04719 39.01980 17.19913
H81 0.68194 40.42740 19.19290
H82 -0.03002 42.93376 18.98868
H83 0.12355 42.76807 17.19840
H84 1.63643 44.76911 18.53294
H85 1.91973 44.22332 16.91794
H86 3.22146 44.25436 18.10008
H87 -1.89525 41.04909 18.01197
H88 -1.52258 40.81484 19.54875
C33 -4.04013 47.42647 13.66536
C34 -5.37485 47.91075 13.03203
C35 -5.64797 47.09887 11.80761
O9 -6.71336 47.54831 10.95318
C36 -6.63782 48.77638 10.24139
N9 -6.42463 47.77437 14.01126
H89 -3.24777 47.69953 12.96843
H90 -4.03997 46.35923 13.88691
H91 -3.90895 47.96326 14.60491
H92 -5.24128 48.97759 12.85284
H93 -5.90417 46.10269 12.16825
H94 -4.67744 47.02732 11.31664
H95 -5.79086 48.70151 9.55936
H96 -6.57708 49.61494 10.93508
H97 -7.49744 48.93232 9.58958
H98 -6.27018 48.37961 14.80494
H99 -7.26493 48.14779 13.59349
C37 -10.40756 34.74768 20.97386
C38 -10.36292 36.21577 21.28191
C39 -9.99410 36.61117 22.76948
O10 -10.22608 37.97601 23.01533
C40 -11.61663 38.24425 23.05836
N10 -9.42393 36.75459 20.33939
H100 -9.59847 34.13910 21.37771
H101 -10.68500 34.41727 19.97288
H102 -11.28490 34.44853 21.54736
H103 -11.32652 36.64682 21.01029
H104 -8.92944 36.43833 22.92667
H105 -10.48645 36.01427 23.53721
H106 -12.18652 37.48264 23.59059
H107 -11.96682 38.27055 22.02648
H108 -11.88591 39.26166 23.34204
H109 -9.51963 37.73879 20.54498
H110 -8.48152 36.50460 20.60295
C41 -4.39748 34.36497 17.32141
C42 -5.69978 33.75445 16.82088
O11 -6.48402 34.81699 16.36072
O12 -4.64395 35.07749 18.58455
H111 -3.96091 35.02180 16.56903
H112 -3.72061 33.51994 17.44741
H113 -6.26005 33.25046 17.60839
H114 -5.58479 33.13573 15.93089
H115 -6.85500 35.26087 17.12683
H116 -4.12693 35.88613 18.56456

Properties
SMILES = COC[C@H](C)N.COC[C@H](C)N.COC[C@H](C)N.COC[C@H](C)N.COC[C@H](C)N.COC[C@H](C)N.COC[C@H](C)N.COC[C@H](C)N.COC[C@H](C)N.COC[C@H](C)N.OCCO
orbital gap = 9.1 eV
LUMO level = 0.0016 Eh
charge = 0

Atom charges from the Mulliken analysis, given in e for atoms 1 to 2:
1. C -1.393
2. C 0.601